(1)
ORCA calculation (the ωB97M-V functional and the def2-TZVPD basis) on one molecule with the formula C3H7NO2 at a distorted geometry.

## Properties
- energy above the lowest of the compared OMol25 structures with the same formula, charge and spin (kJ/mol) = 232.0
- gap between HOMO and LUMO (eV) = 10.3
- structure (SMILES) = N[C@@H](C=O)CO
- HOMO (Ha) = -0.351

```
13
Properties=species:S:1:pos:R:3:forces:R:3:mulliken_charge:R:1
O -2.0757 0.8050 -0.6716 0.14 0.56 -0.73 -0.46
O 1.7045 -0.9263 1.2582 -1.09 0.20 1.18 -0.50
N 0.5515 -0.2918 -1.5061 0.69 -0.34 0.23 -0.74
C -1.0599 1.0569 -0.0875 0.11 -2.24 1.41 -0.20
C 0.2899 -0.7042 0.9968 1.86 -0.36 -2.41 -0.59
C 0.2644 0.2743 -0.1847 -0.66 2.73 -1.07 0.35
H -1.0762 1.6027 0.8749 -0.11 0.78 -0.20 0.37
H -0.0344 -1.5995 0.4724 -0.77 -0.42 0.65 0.28
H -0.2891 -0.4100 1.8641 -0.02 0.05 0.10 0.43
H 1.0068 1.0895 -0.0655 -0.10 -0.45 0.77 0.25
H 0.0324 0.0825 -2.2899 -0.80 0.07 0.45 0.24
H 1.4879 0.0298 -1.7146 0.24 -0.53 -0.09 0.27
H 1.7112 -1.2464 2.1720 0.50 -0.04 -0.30 0.28
```
Forces are in eV/Å.

(2)
ORCA calculation (the ωB97M-V functional and the def2-TZVPD basis) on a 2-piece molecular cluster, C3H7NO2 overall.

## Properties
- energy above the lowest of the compared OMol25 structures with the same formula, charge and spin (kJ/mol) = 77.7
- gap between HOMO and LUMO (eV) = 11.2
- structure (SMILES) = NC(=O)O.C=C
- HOMO (Ha) = -0.378

```
13
Properties=species:S:1:pos:R:3:forces:R:3:mulliken_charge:R:1
O 0.8025 1.1722 -0.5529 0.25 -0.35 0.33 -0.56
O 0.7516 -0.6488 0.8006 -0.05 0.11 0.00 -0.47
N 2.7035 0.3508 0.4136 0.04 0.09 0.07 -0.44
C -2.1994 0.1785 -0.0431 0.02 -0.11 -0.10 -0.39
C -1.7089 -0.7297 -0.8847 -0.13 0.09 0.06 -0.66
C 1.3641 0.3658 0.1653 0.05 0.32 -0.19 0.71
H -0.9249 -0.4573 -1.5878 -0.16 -0.04 0.08 0.32
H -0.1959 -0.5830 0.5706 0.08 -0.07 0.02 0.23
H -1.8192 1.1973 -0.0543 -0.08 -0.15 -0.01 0.28
H -2.0404 -1.7650 -0.8811 -0.06 0.16 -0.02 0.25
H 3.0375 -0.2147 1.1773 -0.03 0.08 -0.10 0.22
H 3.2014 1.1970 0.1936 -0.01 -0.12 -0.02 0.25
H -2.9718 -0.0632 0.6830 0.08 0.00 -0.13 0.25
```
Forces are in eV/Å.

(3)
ORCA calculation (the ωB97M-V functional and the def2-TZVPD basis) on C3H7NO2 as an isolated structure at a distorted geometry.

## Properties
- energy above the lowest of the compared OMol25 structures with the same formula, charge and spin (kJ/mol) = 748.3
- gap between HOMO and LUMO (eV) = 8.9
- HOMO (Ha) = -0.304

```
13
Properties=species:S:1:pos:R:3:forces:R:3:mulliken_charge:R:1
O -1.2093 -1.9434 0.4454 -0.45 -0.14 0.18 -0.47
O -1.9416 0.2007 0.6230 0.51 -0.03 -0.56 -0.42
N -0.8171 -0.6148 0.2862 -0.04 -0.03 0.42 0.26
C 0.3638 -0.2804 0.0064 -0.71 -0.24 -0.44 -0.01
C 0.7595 1.0890 -0.1659 -0.07 0.38 -0.05 -0.15
C 0.2233 1.9280 -1.0493 -0.03 0.07 0.26 -0.70
H -0.6605 1.6687 -1.6058 -0.16 -0.11 -0.15 0.25
H 0.6463 2.9010 -1.2342 0.15 0.10 -0.02 0.27
H -2.3337 -0.1844 1.4181 0.19 -0.28 0.07 0.33
H 1.6673 1.3521 0.3610 0.09 0.11 0.04 0.31
H 2.4088 -2.0652 0.8416 -0.85 0.72 -0.74 0.24
H 1.8702 -1.6208 0.4354 1.22 -1.04 0.93 -0.28
H -0.9772 -2.4306 -0.3619 0.15 0.49 0.06 0.36
```
Forces are in eV/Å.

(4)
ORCA calculation (the ωB97M-V functional and the def2-TZVPD basis) on one molecule with the formula C3H7NO2 at a distorted geometry.

## Properties
- energy above the lowest of the compared OMol25 structures with the same formula, charge and spin (kJ/mol) = 136.0
- gap between HOMO and LUMO (eV) = 11.3
- structure (SMILES) = [H]/N=C(/O)CCO
- HOMO (Ha) = -0.383

```
13
Properties=species:S:1:pos:R:3:forces:R:3:mulliken_charge:R:1
O 2.3224 -0.1519 -0.1234 0.04 0.26 -0.17 -0.54
O -1.2928 0.9388 1.1757 0.12 0.21 -0.05 -0.52
N 0.8330 0.9933 -1.1785 -0.43 -0.17 -0.06 -0.86
C -1.3349 -0.2363 0.3991 -0.07 -0.32 -0.21 -0.69
C 1.0194 0.0147 -0.3772 -0.39 0.41 -0.45 0.59
C 0.0337 -0.9089 0.3006 0.03 0.12 -0.02 -0.19
H -0.6513 1.5383 0.7682 -0.14 -0.05 0.12 0.37
H -0.0933 1.1711 -1.5274 -0.46 -0.15 0.20 0.23
H -0.0330 -1.8463 -0.2681 0.04 0.19 0.04 0.28
H -1.7146 -0.0391 -0.6170 0.01 0.01 0.18 0.29
H 2.5691 0.5929 -0.7390 1.04 -0.69 0.68 0.42
H -2.0553 -0.9000 0.8852 0.16 0.04 -0.06 0.35
H 0.3975 -1.1667 1.3019 0.05 0.12 -0.20 0.26
```
Forces are in eV/Å.

(5)
ORCA calculation (the ωB97M-V functional and the def2-TZVPD basis) on one molecule with the formula C3H7NO2 at a distorted geometry.

## Properties
- energy above the lowest of the compared OMol25 structures with the same formula, charge and spin (kJ/mol) = 182.8
- gap between HOMO and LUMO (eV) = 9.6
- structure (SMILES) = C=C(O)[C@H](N)O
- HOMO (Ha) = -0.331

```
13
Properties=species:S:1:pos:R:3:forces:R:3:mulliken_charge:R:1
O -1.1729 -1.4867 -0.0923 0.11 0.97 0.47 -0.52
O 1.2840 1.2182 0.3569 0.24 0.02 -0.11 -0.53
N -0.8829 1.4194 -0.2783 -0.74 -0.22 -0.27 -0.66
C 1.1524 -1.5233 -0.2861 -0.25 0.48 0.16 -0.91
C 0.0271 0.6116 0.4992 0.17 -0.21 -0.12 0.10
C 0.0494 -0.8353 0.0310 0.90 -1.04 -0.32 0.58
H 1.0892 -2.5533 -0.6198 -0.12 0.12 0.06 0.29
H -0.2522 0.6484 1.5572 -0.34 -0.05 0.04 0.26
H 2.1386 -1.0756 -0.2155 -0.32 0.06 0.00 0.29
H -1.8436 1.2087 -0.0308 -0.08 0.31 -0.04 0.26
H 1.0489 2.1204 0.0828 0.33 -0.25 0.18 0.33
H -0.7706 1.1502 -1.2567 -0.08 0.16 0.11 0.25
H -1.8675 -0.9027 0.2524 0.18 -0.36 -0.16 0.27
```
Forces are in eV/Å.

(6)
ORCA calculation (the ωB97M-V functional and the def2-TZVPD basis) on C3H7NO2 as an isolated structure at a distorted geometry.

## Properties
- energy above the lowest of the compared OMol25 structures with the same formula, charge and spin (kJ/mol) = 300.1
- gap between HOMO and LUMO (eV) = 10.2
- HOMO (Ha) = -0.340

```
13
Properties=species:S:1:pos:R:3:forces:R:3:mulliken_charge:R:1
O 0.2063 0.2772 -0.9144 -0.36 -0.12 0.20 -0.57
O -1.4491 -0.4579 0.2842 0.40 -0.10 0.52 -0.36
N 2.2764 0.5634 0.3504 -0.69 0.07 -0.47 -0.66
C -0.1574 -0.1079 0.1908 0.54 0.22 -0.83 0.54
C 1.4677 -0.1204 1.2587 -1.50 -0.23 -0.43 -0.32
C -2.1861 -0.3495 -0.9792 0.00 -0.04 0.12 -0.58
H 1.3385 0.3220 2.2561 -0.26 -0.15 -0.44 0.30
H 2.3644 1.5395 0.6352 -0.10 -0.25 -0.25 0.25
H 1.6892 -1.1890 1.3186 -0.35 0.13 -0.03 0.23
H -2.1459 0.6691 -1.3780 0.06 -0.20 0.26 0.27
H -3.2191 -0.6278 -0.7637 0.26 0.01 0.20 0.22
H 1.5803 0.5067 -0.5281 2.00 0.54 0.88 0.40
H -1.7653 -1.0255 -1.7305 0.00 0.11 0.28 0.28
```
Forces are in eV/Å.

(7)
ORCA calculation (the ωB97M-V functional and the def2-TZVPD basis) on one molecule with the formula C3H7NO2 at a distorted geometry.

## Properties
- energy above the lowest of the compared OMol25 structures with the same formula, charge and spin (kJ/mol) = 112.0
- gap between HOMO and LUMO (eV) = 10.7
- structure (SMILES) = NC(=O)CCO
- HOMO (Ha) = -0.363

```
13
Properties=species:S:1:pos:R:3:forces:R:3:mulliken_charge:R:1
O 1.6585 -0.6536 1.9643 -0.52 -0.40 -0.34 -0.54
O -1.3271 1.2616 -1.0456 0.20 0.46 0.17 -0.57
N -0.7628 -0.7730 -1.8192 0.52 0.21 0.78 -0.41
C 1.0758 0.2957 1.0356 1.82 0.01 0.85 -0.37
C -0.2387 -0.2259 0.4999 0.36 0.06 0.40 -0.46
C -0.7303 0.2254 -0.8643 -1.24 -0.47 -0.01 0.45
H 0.9749 1.2540 1.5435 -0.33 0.09 -0.09 0.29
H -1.3595 -0.6124 -2.6057 0.27 0.22 -0.49 0.24
H 1.9110 0.4371 0.3529 -0.47 0.05 -0.85 0.29
H -0.9528 0.1208 1.2415 -0.53 -0.07 -0.24 0.20
H 1.7608 -0.3030 2.8459 -0.16 0.35 0.14 0.30
H -0.2473 -1.3119 0.5487 0.24 -0.05 -0.08 0.37
H 0.0700 -1.3249 -1.9058 -0.15 -0.46 -0.22 0.22
```
Forces are in eV/Å.

(8)
ORCA calculation (the ωB97M-V functional and the def2-TZVPD basis) on a 3-piece molecular cluster, C3H7NO2 overall.

## Properties
- energy above the lowest of the compared OMol25 structures with the same formula, charge and spin (kJ/mol) = 583.8
- gap between HOMO and LUMO (eV) = 10.3
- structure (SMILES) = C=C=NO.[H][H].C=O
- HOMO (Ha) = -0.363

```
13
Properties=species:S:1:pos:R:3:forces:R:3:mulliken_charge:R:1
O 0.7667 1.8064 -1.2047 0.09 0.31 -0.14 -0.34
O -0.1566 0.3268 2.3945 0.18 0.44 -0.33 -0.46
N 0.5021 0.6643 -1.9587 -0.17 -0.72 -0.04 -0.43
C 0.1290 -0.3403 -1.3406 0.07 0.14 -0.36 0.72
C -0.2789 -1.5110 -0.9268 0.08 0.21 -0.20 -0.94
C 0.1580 0.9364 1.4031 -0.07 -0.11 0.36 -0.10
H -1.3395 -1.7281 -0.8478 0.16 0.08 -0.02 0.32
H 1.0305 2.4329 -1.8914 -0.03 -0.05 0.17 0.36
H -0.7144 -1.6578 1.8547 -0.07 -0.19 0.07 -0.01
H 0.4311 -2.2737 -0.6220 -0.07 0.17 -0.09 0.31
H -0.5723 1.4960 0.7879 0.01 -0.08 0.18 0.27
H -0.7734 -2.1500 1.3041 -0.08 -0.15 0.24 0.03
H 1.2004 0.9794 1.0323 -0.11 -0.05 0.17 0.27
```
Forces are in eV/Å.

(9)
ORCA calculation (the ωB97M-V functional and the def2-TZVPD basis) on one molecule with the formula C3H7NO2 at a distorted geometry.

## Properties
- energy above the lowest of the compared OMol25 structures with the same formula, charge and spin (kJ/mol) = 195.0
- gap between HOMO and LUMO (eV) = 10.9
- structure (SMILES) = [H]/N=C\OCCO
- HOMO (Ha) = -0.367

```
13
Properties=species:S:1:pos:R:3:forces:R:3:mulliken_charge:R:1
O 0.5646 -1.6450 0.3699 0.09 0.01 0.25 -0.58
O -0.1207 1.4124 0.0531 -0.33 -0.10 0.23 -0.37
N -1.6914 -0.0069 1.1495 -0.11 -0.19 -0.39 -0.67
C 1.1655 -0.6642 -0.4513 0.16 0.21 -0.21 -0.35
C -1.1099 1.0897 0.9267 -0.89 -0.56 -0.10 0.16
C 0.2112 0.4211 -0.9377 -0.01 -0.15 -0.06 -0.63
H 0.4432 -1.2723 1.2533 0.03 -0.14 -0.12 0.35
H -0.7114 -0.0343 -1.3200 0.11 0.06 0.04 0.40
H -1.6022 1.8807 1.4653 0.95 1.12 0.07 0.40
H 2.0257 -0.1945 0.0448 -0.10 -0.05 -0.05 0.29
H -1.4004 -0.7547 0.5340 0.25 -0.37 0.02 0.34
H 0.6834 0.9709 -1.7588 -0.06 0.00 0.24 0.33
H 1.5422 -1.2031 -1.3287 -0.07 0.15 0.09 0.34
```
Forces are in eV/Å.

(10)
ORCA calculation (the ωB97M-V functional and the def2-TZVPD basis) on a 2-piece molecular cluster, C3H7NO2 overall at a distorted geometry.

## Properties
- energy above the lowest of the compared OMol25 structures with the same formula, charge and spin (kJ/mol) = 147.0
- gap between HOMO and LUMO (eV) = 11.0
- structure (SMILES) = NC(=O)O.C=C
- HOMO (Ha) = -0.370

```
13
Properties=species:S:1:pos:R:3:forces:R:3:mulliken_charge:R:1
O 0.0256 0.7113 0.7003 -0.37 -0.65 0.75 -0.53
O -1.4038 -0.2708 -0.7734 0.08 0.27 0.46 -0.60
N -2.1178 1.3780 0.6196 -0.05 0.04 0.03 -0.45
C -1.1717 0.5361 0.1114 -0.34 -0.35 0.00 0.70
C 1.5471 -1.4208 -0.1646 0.51 -0.23 -0.69 -0.64
C 1.5226 -0.3170 -0.9202 0.46 -0.52 -0.28 -0.44
H 0.7735 -2.1769 -0.2818 0.16 0.07 0.02 0.30
H -1.9062 1.8604 1.4779 -0.03 -0.10 -0.07 0.22
H 2.2200 0.5063 -0.7758 0.10 -0.32 -0.13 0.24
H 0.6877 -0.1324 -1.5952 0.37 -0.17 0.04 0.28
H -3.0707 1.0876 0.4653 0.11 0.20 -0.09 0.25
H 0.5584 -0.1606 0.5757 -0.95 1.77 0.05 0.35
H 2.3351 -1.6011 0.5606 -0.07 0.00 -0.08 0.31
```
Forces are in eV/Å.

Repeat the first record exactly.
ORCA calculation (the ωB97M-V functional and the def2-TZVPD basis) on one molecule with the formula C3H7NO2 at a distorted geometry.

## Properties
- energy above the lowest of the compared OMol25 structures with the same formula, charge and spin (kJ/mol) = 232.0
- gap between HOMO and LUMO (eV) = 10.3
- structure (SMILES) = N[C@@H](C=O)CO
- HOMO (Ha) = -0.351

```
13
Properties=species:S:1:pos:R:3:forces:R:3:mulliken_charge:R:1
O -2.0757 0.8050 -0.6716 0.14 0.56 -0.73 -0.46
O 1.7045 -0.9263 1.2582 -1.09 0.20 1.18 -0.50
N 0.5515 -0.2918 -1.5061 0.69 -0.34 0.23 -0.74
C -1.0599 1.0569 -0.0875 0.11 -2.24 1.41 -0.20
C 0.2899 -0.7042 0.9968 1.86 -0.36 -2.41 -0.59
C 0.2644 0.2743 -0.1847 -0.66 2.73 -1.07 0.35
H -1.0762 1.6027 0.8749 -0.11 0.78 -0.20 0.37
H -0.0344 -1.5995 0.4724 -0.77 -0.42 0.65 0.28
H -0.2891 -0.4100 1.8641 -0.02 0.05 0.10 0.43
H 1.0068 1.0895 -0.0655 -0.10 -0.45 0.77 0.25
H 0.0324 0.0825 -2.2899 -0.80 0.07 0.45 0.24
H 1.4879 0.0298 -1.7146 0.24 -0.53 -0.09 0.27
H 1.7112 -1.2464 2.1720 0.50 -0.04 -0.30 0.28
```
Forces are in eV/Å.

Which value of energy above the lowest of the compared OMol25 structures with the same formula, charge and spin does entry 8 give?
583.8 kJ/mol